Entry from the OMol25 dataset: the molecule C7H10S at a distorted geometry (wB97M-V/def2-TZVPD).

Its LUMO energy is 0.856 eV. The net charge is 0. Its electronic energy is -670.743648 hartree. Its molecular weight is 126.2 g mol⁻¹. Its HOMO energy is -8.447 eV. Its structure (SMILES) is C1=C\CSC/C=C\C/1. The energy above the lowest of the compared OMol25 structures with the same formula, charge and spin is 419.8 kJ/mol. The frontier orbital gap is 0.342 hartree.

```
18
Properties=species:S:1:pos:R:3:forces:R:3:lowdin_charge:R:1
C 1.881386 -0.489478 0.885864 0.035 -2.120 0.866 -0.460
C -0.191301 1.446339 0.626797 -0.938 -0.707 3.742 -0.471
C -1.124844 1.470356 -0.497162 -0.075 1.115 -3.580 -0.217
C -1.259966 0.446844 -1.405836 1.158 3.259 2.767 -0.110
C -0.339815 -0.730874 -1.235051 -4.479 -1.737 -2.392 -0.216
C -0.405769 -1.236017 0.142230 -3.816 -3.132 -3.046 -0.237
C 0.436355 -1.166962 1.089541 4.900 0.115 0.525 -0.193
H 2.451089 -0.559956 1.842523 -0.768 0.660 -0.287 0.057
H 2.675816 -1.060659 0.230464 -2.211 0.843 0.494 0.105
H -0.718110 0.387980 1.210168 2.227 3.945 -0.993 0.164
H -0.207485 2.350810 1.360159 -0.264 -1.565 -1.544 0.086
H -1.478761 2.456145 -0.981088 0.123 -1.254 1.598 0.120
H -1.773281 0.887406 -2.242385 -0.248 -1.395 -0.876 0.089
H 0.582666 -0.428594 -1.591351 2.052 0.138 -0.729 0.066
H -0.897220 -1.500984 -1.938356 1.853 0.820 1.211 0.154
H -1.335260 -1.896337 0.274715 1.136 1.368 0.257 0.153
H 0.052702 -1.570619 1.976803 0.584 -0.517 1.678 0.094
S 1.651798 1.194601 0.251966 -1.270 0.166 0.307 0.816
```
Forces are in eV/Å.